1.
This record from the Open Molecules 2025 dataset describes 2 unconnected molecules or ions with the total composition C4H4BrN in a non-equilibrium geometry. The level of theory is the ωB97M-V functional and the def2-TZVPD basis.

Relative energy (zero: lowest compared OMol25 entry of this formula, charge and spin) in eV: 0.660
Frontier orbital gap (spin up / spin down) in hartree: 0.3134 / 0.2997
⟨S²⟩: 2.035
Energy in eV: -75739.512
LUMO energy (spin up / spin down) in eV: -0.319 / -2.184

```
! RIJCOSX wB97M-V def2-TZVPD def2/J DEFGRID3
* xyz 0 3
C 1.25 1.53 -0.46
C -1.05 -1.51 -0.43
Br 1.21 0.66 -2.28
C 0.50 1.17 0.55
H -1.22 -0.72 -1.06
C -0.10 0.42 1.48
H -0.20 -1.64 0.23
H 1.93 2.37 -0.29
H -1.78 -2.23 -0.16
N -0.55 -0.05 2.43
*
```


2.
This record from the Open Molecules 2025 dataset describes a gas-phase ion, C6H12N3 (charge +1) in a non-equilibrium geometry. The level of theory is the ωB97M-V functional and the def2-TZVPD basis.

Relative energy (zero: lowest compared OMol25 entry of this formula, charge and spin) in eV: 6.267
Frontier orbital gap (spin up / spin down) in hartree: 0.3022 / 0.3021
Energy in eV: -10875.050
LUMO energy (spin up / spin down) in eV: -4.676 / -4.678

```
! RIJCOSX wB97M-V def2-TZVPD def2/J DEFGRID3
* xyz 1 1
C -1.58 0.37 -0.02
N -1.02 1.46 0.05
C -3.00 0.66 -0.41
C 1.66 2.28 0.25
H -1.00 -1.63 -0.72
H 2.73 0.25 -1.17
H 0.37 -0.75 1.93
C 0.36 -1.02 0.81
H 2.91 -0.62 0.28
C 2.29 -0.47 -0.64
H 2.83 2.18 0.10
H -3.56 0.90 0.49
H -3.44 -0.21 -1.00
H -2.88 1.64 -1.08
H 2.24 -1.37 -1.30
C -1.01 -0.98 0.25
N 0.93 1.23 0.22
N 1.11 -0.01 0.05
H -1.72 -1.53 0.90
H 1.25 3.20 0.19
H 0.93 -1.98 0.63
*
```


3.
This record from the Open Molecules 2025 dataset describes a molecular structure, C19H36AsMnNO6P2 in a non-equilibrium geometry. The level of theory is the ωB97M-V functional and the def2-TZVPD basis.

Relative energy (zero: lowest compared OMol25 entry of this formula, charge and spin) in eV: 4.413
Frontier orbital gap (spin up / spin down) in hartree: 0.1974 / 0.2059
⟨S²⟩: 0.795
Energy in eV: -144796.105
LUMO energy (spin up / spin down) in eV: -1.309 / -1.255

```
! RIJCOSX wB97M-V def2-TZVPD def2/J DEFGRID3
* xyz 0 2
H -3.96 2.21 5.10
Mn 0.39 -0.24 -0.05
C -0.75 2.24 -3.10
H -2.00 4.63 2.47
O 1.94 0.51 0.47
H -0.51 4.04 3.27
H -3.85 3.86 4.43
O -0.87 1.27 0.37
H 2.87 1.17 -1.93
H 0.13 -5.13 -2.42
H 3.46 3.39 1.09
H 3.71 2.64 -1.40
P 1.57 -2.12 -0.94
H -1.95 -1.05 3.25
H -3.42 2.24 1.03
C 3.36 1.65 -1.08
H 0.92 -1.89 4.03
H 4.23 1.06 -0.80
O -1.85 3.05 -0.59
C 0.95 -1.15 3.22
C -3.58 1.71 1.97
H -0.36 -3.83 0.89
H -2.59 3.24 5.54
C 1.73 -3.25 0.62
H -3.45 0.64 1.79
C -0.55 1.58 -1.92
H 1.55 2.40 -0.18
C 0.25 -4.50 -1.53
H 3.82 -2.87 -1.44
H 0.74 -5.09 -0.76
H 0.60 -3.90 2.37
H -1.35 3.14 -3.08
C -3.28 2.98 4.74
C 0.57 0.61 -4.22
C 2.41 1.76 0.11
H 2.37 2.47 2.14
H 1.97 -1.02 2.86
C -1.75 -1.92 2.62
H 1.02 0.17 -5.10
C -0.17 1.75 -4.28
H -1.72 -2.83 3.22
H 2.14 -4.24 0.38
H -0.32 2.26 -5.22
C 0.76 -0.04 -2.97
C 1.48 -1.25 -2.81
C -1.31 3.79 2.56
C -1.16 2.03 -0.61
H -2.52 -2.02 1.86
H -0.90 3.54 1.59
C 0.45 -3.34 1.44
H 3.68 -1.13 -1.73
H 2.48 -2.75 1.23
N 0.21 0.46 -1.82
C 3.08 2.40 1.32
H -0.74 -4.20 -1.18
O 1.01 -3.38 -1.93
As -2.26 2.26 3.26
P -0.13 -1.64 1.85
O -1.29 1.05 3.80
O 2.05 -1.71 -3.87
H 3.80 -1.74 -0.08
C 3.39 -1.94 -1.06
H 2.32 -2.62 -3.66
H -4.58 1.90 2.36
H 0.57 -0.19 3.58
H 3.92 1.77 1.64
*
```


4.
This record from the Open Molecules 2025 dataset describes a molecular structure, C4H10N2O2 in a non-equilibrium geometry. The level of theory is the ωB97M-V functional and the def2-TZVPD basis.

Relative energy (zero: lowest compared OMol25 entry of this formula, charge and spin) in eV: 4.542
Frontier orbital gap in hartree: 0.3229
Energy in eV: -11382.361
LUMO energy in eV: 0.092

```
! RIJCOSX wB97M-V def2-TZVPD def2/J DEFGRID3
* xyz 0 1
H -1.70 -1.35 0.90
N -1.01 -1.12 0.19
H 2.00 0.36 -1.59
C -1.08 1.01 -1.04
H -0.77 1.82 1.47
H -0.56 1.97 -1.06
H -0.81 0.45 -1.93
H 0.66 -2.48 0.77
C 1.02 0.11 0.28
N -1.18 0.89 1.42
H 2.55 -1.03 -0.63
O 1.58 0.83 1.08
C 1.68 -0.47 -0.95
O 0.31 -1.69 1.22
H -2.16 1.20 -1.07
C -0.72 0.24 0.22
H 1.00 -1.12 -1.50
H -0.81 0.38 2.22
*
```